1.
7
Properties=species:S:1:pos:R:3:forces:R:3:nbo_charge:R:1 method="wB97M-V/def2-TZVPD" mol_weight_g_mol=219.07 e_lumo_ha=-0.026 homo_ev=-8.89 smiles="S=C(S)NI"
I -2.9225 -0.0508 -0.2728 0.6 -0.4 0.1 0.30
S 1.6872 -1.1446 0.2041 0.0 -0.9 -0.5 0.12
S 0.0685 1.2657 0.8270 -0.3 0.2 -0.4 0.06
N -1.3173 -1.1759 0.4117 3.0 2.8 0.5 -0.82
C 0.2876 -0.4240 0.3267 -3.3 -0.1 0.6 -0.20
H 1.2178 1.8941 0.3838 -0.6 -1.1 0.2 0.16
H -1.3683 -2.0506 -0.0742 0.6 -0.4 -0.6 0.38

2.
6
Properties=species:S:1:pos:R:3:forces:R:3:nbo_charge:R:1 method="wB97M-V/def2-TZVPD" mol_weight_g_mol=59.04 e_lumo_ha="-0.024 / -0.018" homo_ev="-10.40 / -9.79"
F -0.4299 -1.8641 0.0608 -0.2 0.2 0.5 -0.24
N -0.4040 -0.7238 -0.7173 0.5 0.3 -0.8 0.08
C 0.8201 0.7645 0.2170 -0.9 -0.1 -0.1 -0.02
C -0.4420 0.4444 0.0782 0.4 -0.4 0.4 -0.24
H 1.7924 0.4690 -0.0958 0.4 -0.1 -0.2 0.21
H -1.3366 0.9099 0.4572 -0.2 0.0 0.1 0.21

3.
15
Properties=species:S:1:pos:R:3:forces:R:3:nbo_charge:R:1 method="wB97M-V/def2-TZVPD" mol_weight_g_mol=83.13 e_lumo_ha=0.018 homo_ev=-7.63
N -0.0919 0.1734 2.8160 -0.1 0.0 -1.2 -0.28
C -0.0274 1.4409 -0.4939 0.0 0.0 0.0 -0.61
C -1.5635 -0.5467 -0.2536 -0.3 0.0 0.0 -0.71
C 1.3662 -0.9467 -0.1664 0.2 -0.1 0.0 -0.87
C -0.2110 0.1626 1.6655 0.1 0.0 1.0 0.27
C -0.4232 0.1709 0.2223 -0.1 0.2 0.0 -0.08
H 0.9798 1.7723 -0.2382 -0.1 -0.1 0.0 0.23
H -0.7531 2.2102 -0.2085 0.1 -0.1 0.0 0.24
H -2.0954 -1.2231 0.4018 0.1 0.1 -0.1 0.23
H -0.1008 1.2870 -1.5733 0.0 0.0 0.2 0.23
H 1.6059 -0.9696 -1.2363 -0.1 0.0 0.1 0.21
H 1.3400 -1.9559 0.2632 -0.1 0.1 0.0 0.22
H -1.9638 -0.2867 -1.2253 0.1 0.0 0.1 0.22
H 2.0911 -0.3357 0.3763 -0.2 -0.1 -0.1 0.23
H -0.1529 -0.9529 -0.3494 0.3 -0.1 0.0 0.46

4.
12
Properties=species:S:1:pos:R:3:forces:R:3:nbo_charge:R:1 method="wB97M-V/def2-TZVPD" mol_weight_g_mol=89.16 e_lumo_ha=0.032 homo_ev=-8.39
S -0.5706 -0.1867 -1.3200 0.7 1.2 2.3 1.01
N 0.3738 0.1960 -2.4977 0.2 -0.4 -0.1 -1.12
C 0.2423 -1.2005 -0.0551 -0.5 2.3 2.6 -0.59
C -0.1658 1.0563 0.1315 -0.6 -1.9 -1.3 -0.57
C -0.3677 -0.0157 1.1756 2.0 -2.7 -0.6 -0.42
H 0.2759 0.0371 2.0750 0.4 0.0 -0.8 0.21
H 0.9146 1.2577 -0.1137 -1.3 0.3 0.5 0.24
H 1.2837 -0.8728 0.0727 -0.1 -0.7 -0.7 0.22
H -1.2795 -0.3404 1.6747 -0.7 0.6 -1.1 0.23
H -0.2997 0.3844 -3.2179 -0.1 0.0 -1.0 0.35
H -0.9127 1.8012 0.0503 -0.1 1.4 0.2 0.22
H 0.0590 -2.2672 -0.0157 0.0 0.0 0.0 0.22

5.
143
Properties=species:S:1:pos:R:3:forces:R:3:mulliken_charge:R:1 method="wB97M-V/def2-TZVPD" mol_weight_g_mol=1405.45 e_lumo_ha=-0.032 homo_ev=-7.79
Bi -1.1411 -1.5303 0.5885 0.3 0.4 -0.3 2.83
S 0.9886 -0.9839 -2.0755 0.6 -0.1 -0.4 1.60
S 1.4096 -3.0138 4.6514 0.0 0.0 -0.1 -0.52
S 1.1124 1.5508 0.1679 0.3 0.4 -0.1 1.22
O -1.4751 -0.3518 -1.8911 -0.3 0.0 -0.2 0.45
O 0.5759 -2.2298 -1.3219 -0.2 0.0 0.2 -0.46
O -3.0971 5.0307 -2.5663 -0.1 0.0 0.0 -0.67
O -3.0766 3.2280 -3.8592 0.1 0.0 -0.1 -0.60
O 1.5660 0.1733 0.4953 0.0 -0.2 0.0 -0.47
O -2.5307 0.7596 -3.5196 0.0 0.1 0.1 -0.97
N -2.8970 -1.4520 2.1237 -0.2 -0.1 0.0 1.08
N -3.0290 2.3671 0.6189 0.0 0.1 0.0 -0.26
N -2.8066 -2.5083 -0.6252 -0.1 -0.2 -0.3 0.99
N 0.2687 -1.5576 2.8661 -0.1 -0.1 -0.1 1.02
N -2.5988 1.2730 -0.0237 -0.1 0.0 0.0 0.33
N -11.0593 -4.9933 2.0617 0.1 0.0 0.0 -0.54
C -2.5968 1.6052 -1.3061 -0.1 0.1 0.0 -0.24
C -4.9478 -1.4579 3.1218 0.0 0.0 -0.1 -0.97
C 1.4260 3.6963 5.4489 -0.1 -0.1 0.0 -1.94
C -4.7332 -2.6134 0.9133 0.1 0.1 0.0 1.49
C 0.9070 -1.4559 -3.8046 -0.2 -0.1 0.0 0.35
C 6.9488 -0.7205 -1.4917 0.0 0.0 0.0 -0.93
C 4.8572 -2.0412 -1.4816 0.0 0.0 0.0 -1.33
C 0.1578 2.8559 5.2269 0.1 0.0 -0.1 2.57
C 2.2530 2.6454 1.0361 -0.1 0.0 0.0 0.62
C -4.7080 -3.4970 -1.4199 0.1 0.0 0.0 -0.72
C 1.2268 -1.3221 4.9828 -0.1 0.0 -0.1 1.07
C 6.8373 1.6771 -1.6610 0.0 0.0 0.0 -0.87
C -0.4654 -3.6566 1.0671 0.1 -0.1 0.2 0.54
C 4.9312 5.1371 3.2689 0.0 0.0 0.0 -1.62
C -6.2975 -4.4039 1.6432 0.0 0.0 0.0 0.06
C 4.3230 2.9387 2.1964 0.0 0.1 0.0 -1.00
C -2.8416 -0.7588 3.2651 0.0 0.0 0.0 -0.37
C 3.3818 0.3019 -1.9544 -0.2 0.0 0.0 -0.55
C 0.3421 -3.8879 2.1908 -0.1 -0.2 -0.2 0.78
C 0.0697 -2.6215 -7.8477 0.0 0.0 0.1 -1.59
C -7.5709 -4.8878 1.8828 -0.1 0.0 0.0 -0.83
C 2.7819 4.7650 2.0103 0.0 0.0 0.0 -0.86
C 4.0008 4.2681 2.4658 0.0 0.0 0.0 0.95
C 0.6994 -6.1760 1.5309 0.0 -0.1 0.0 -0.98
C 2.9605 3.1004 -6.2389 0.0 0.0 0.0 -0.69
C 0.6146 -3.1712 -5.4503 0.0 0.0 0.0 -1.01
C 1.9061 3.9615 1.2954 0.0 0.0 0.0 -0.68
C 0.5584 1.3876 5.0911 0.0 0.0 0.0 -0.01
C 5.4764 1.6324 -1.7589 0.0 0.0 0.0 -0.49
C -0.5549 3.3693 3.9727 0.1 -0.1 0.0 -2.00
C 4.7917 0.3899 -1.7643 0.0 -0.1 0.1 0.79
C 1.5472 -0.5925 6.1240 0.0 0.0 0.0 -1.25
C 1.9599 3.1745 -4.0409 0.1 0.0 0.0 0.95
C 0.7402 -0.4860 -4.7774 0.0 0.1 0.1 -0.46
C -3.7678 -3.5113 -2.4156 0.0 -0.1 -0.1 -1.91
C 0.8487 -2.8014 -4.1371 0.1 -0.1 0.1 -0.62
C 2.0828 3.6685 -5.3632 0.0 0.0 0.0 -0.94
C 5.5363 -0.8019 -1.5761 0.0 0.1 0.0 0.74
C 1.1873 0.7387 6.1709 0.1 -0.1 0.0 -0.51
C 2.5857 1.5251 -2.3101 -0.1 -0.1 0.1 -1.40
C 0.5038 -0.8681 -6.0889 0.0 0.0 0.0 -1.09
C -0.8021 3.0118 6.4134 0.0 0.0 0.0 -1.95
C -3.2830 3.3963 -0.2097 0.0 0.1 0.1 -0.66
C 2.7638 2.0839 -3.6209 -0.1 0.0 0.0 0.88
C 0.8344 3.1743 -1.9197 0.0 0.0 0.1 -0.84
C -6.1173 -3.1402 1.0910 -0.1 0.1 0.0 -0.89
C -4.1092 -2.8669 -0.2886 -0.1 -0.2 0.0 -0.80
C -2.6114 -2.8997 -1.8800 -0.1 0.1 0.1 -0.55
C 1.0001 3.7169 -3.1543 0.0 0.0 0.0 -1.13
C -0.0681 -5.9527 0.3967 0.0 0.0 0.0 -0.97
C -2.1741 0.5859 -2.3343 0.2 0.0 0.1 0.28
C 0.4135 -2.2103 -6.4412 0.1 0.0 0.0 1.13
C -3.0188 2.9513 -1.4816 0.1 -0.1 -0.1 0.12
C -8.5040 -2.8427 1.0031 -0.1 0.0 0.0 -0.85
C 3.7633 2.0163 -5.8271 0.0 0.0 0.0 -0.92
C 3.4538 2.1253 1.4879 0.0 -0.2 0.0 -0.63
C -10.0040 -4.5984 1.8340 -0.1 0.0 0.0 -0.10
C 1.6254 2.0795 -1.4967 -0.1 0.0 -0.1 1.18
C 2.7802 -0.9324 -1.9006 0.0 0.3 0.1 0.83
C 0.6166 -2.7798 3.1087 0.1 0.0 0.4 0.13
C -0.6461 -4.7099 0.1766 0.0 0.0 0.1 -0.63
C -8.6798 -4.1052 1.5643 0.1 0.0 0.0 0.62
C 3.5034 -2.1030 -1.6154 -0.1 -0.1 -0.1 -1.17
C -4.2068 -1.8966 2.0003 0.0 0.0 0.2 -0.50
C 3.6668 1.5181 -4.5596 0.0 0.0 0.0 -0.43
C 7.5866 0.4841 -1.5564 0.0 0.0 0.0 -0.68
C 0.3164 0.6632 3.9402 0.0 0.0 -0.1 0.55
C 0.6041 -0.7030 3.8998 0.1 0.0 0.1 -1.80
C -4.0836 -0.7272 3.9138 0.0 0.1 0.1 -1.74
C 0.9001 -5.1459 2.4286 0.0 0.2 0.1 -1.08
C -7.2258 -2.3678 0.7651 0.0 0.1 0.0 0.27
C -3.0727 3.8244 -2.6881 0.0 0.1 0.1 0.30
H 5.2652 2.5351 2.5492 0.0 0.0 0.0 0.49
H 0.1022 3.3253 3.1010 -0.1 0.0 0.0 0.28
H -5.9974 -1.6423 3.2873 0.0 0.0 0.0 0.53
H -3.6364 4.3560 0.1298 0.1 0.0 0.0 0.58
H -0.1074 1.1143 3.0511 -0.1 0.0 0.1 0.24
H 0.0732 3.5540 -1.2453 0.0 0.0 -0.1 0.23
H 0.3425 -0.1043 -6.8408 0.0 0.0 0.0 0.32
H 1.1838 4.7616 5.4380 0.0 0.0 0.0 0.48
H 1.4072 1.2941 7.0743 0.0 0.0 0.0 0.44
H 1.8922 3.4612 6.4072 0.0 0.0 0.0 0.36
H 1.1512 -7.1440 1.7051 0.0 0.0 0.0 0.39
H -1.6669 -2.7246 -2.3714 0.0 0.0 0.0 0.70
H 4.2670 0.6652 -4.2757 0.0 0.0 0.0 0.53
H 4.4578 1.5704 -6.5281 0.0 0.0 0.0 0.44
H -3.1466 2.3354 1.6157 0.0 0.0 0.1 0.12
H -2.9348 2.2237 -3.7699 0.0 0.0 0.0 0.44
H -9.3693 -2.2387 0.7653 0.0 0.0 0.0 0.45
H -0.2083 -6.7498 -0.3234 0.0 0.0 0.0 0.50
H 1.4480 4.4929 -5.6651 0.0 0.0 0.0 0.47
H -1.7113 2.4300 6.2450 0.0 0.0 0.0 0.38
H -0.0494 -1.7494 -8.4890 0.0 0.0 0.0 0.36
H -1.0796 4.0615 6.5349 0.0 0.0 0.0 0.50
H 0.8449 -3.2608 -8.2736 0.0 0.0 0.0 0.35
H 8.6674 0.5327 -1.5182 0.0 0.0 0.0 0.41
H -5.4323 -5.0028 1.8986 0.0 0.0 0.0 0.58
H 4.6736 6.1901 3.1627 0.0 0.0 0.0 0.39
H -5.7238 -3.8592 -1.4569 0.0 0.0 0.0 0.57
H -1.9262 -0.3137 3.6161 0.1 0.0 -0.1 0.45
H 7.3503 2.6306 -1.6682 0.0 0.0 0.0 0.47
H -0.3559 2.6740 7.3500 0.0 0.0 0.0 0.33
H 1.5143 -5.3058 3.3079 0.0 0.0 0.0 0.42
H 2.5133 5.7927 2.2263 0.0 0.0 0.0 0.38
H -1.4552 2.7830 3.7696 0.0 0.0 0.0 0.20
H 4.8750 4.8828 4.3295 0.0 0.0 0.0 0.29
H -0.8662 -3.1827 -7.8613 0.0 0.0 0.0 0.34
H -7.0827 -1.3846 0.3341 0.0 0.0 0.0 0.55
H 7.5158 -1.6383 -1.3843 0.0 0.0 0.0 0.46
H 2.0441 -1.0606 6.9640 0.0 0.0 0.0 0.43
H 0.9593 4.3592 0.9470 0.0 0.0 0.0 0.55
H 2.1528 3.4950 4.6588 0.0 0.1 0.0 0.30
H -7.7161 -5.8651 2.3228 0.0 0.0 0.0 0.45
H 4.9026 2.5478 -1.8361 0.0 0.0 0.0 0.57
H -0.8519 4.4087 4.1211 0.0 0.0 0.0 0.60
H 3.6800 1.0816 1.2978 0.0 0.0 0.0 0.57
H -4.2996 -0.2300 4.8465 0.0 0.0 0.0 0.50
H 0.3810 4.5431 -3.4846 0.0 0.0 0.0 0.50
H -3.8703 -3.8930 -3.4191 0.0 0.0 0.0 0.52
H 0.5624 -4.2245 -5.7044 0.0 0.0 0.0 0.41
H 0.7530 0.5655 -4.5173 -0.1 0.0 0.0 0.52
H 5.9659 5.0016 2.9527 0.0 0.0 0.0 0.39
H 0.9631 -3.5460 -3.3575 0.0 0.0 0.0 0.55
H 2.9576 -3.0329 -1.5068 0.0 0.0 0.0 0.49
H 5.4373 -2.9382 -1.2975 0.0 0.0 0.0 0.41
H 3.0299 3.4668 -7.2554 0.0 0.0 0.0 0.40
H -1.2375 -4.5619 -0.7161 0.0 0.0 0.0 0.37